1.
# C18H29OSiW

C18H29OSiW as an isolated structure in a non-equilibrium geometry (wB97M-V/def2-TZVPD, OMol25).

```
50
Properties=species:S:1:pos:R:3:forces:R:3
W -0.04627 0.15684 0.61959 2.258 -0.650 -2.587
C 1.99502 0.24701 1.65333 0.304 -0.363 0.089
C 2.27561 -0.64800 0.55743 -0.044 0.616 -0.013
C 2.17489 0.09001 -0.65762 -0.155 -0.168 0.707
H 2.60762 -1.67699 0.66260 -0.115 0.369 -0.136
C 1.72425 1.41118 -0.34591 0.086 -0.532 0.658
C 1.65918 1.52712 1.09781 -0.001 -0.311 -0.010
H 1.49365 2.43531 1.67178 -0.028 -0.177 -0.206
H 2.14185 0.02992 2.70858 -0.096 0.014 -0.318
H 2.48354 -0.26779 -1.64078 -0.523 0.002 0.373
H 1.60747 2.23467 -1.04832 -0.157 -0.277 0.189
C -2.18642 0.15195 1.19562 -0.222 0.552 0.304
C -1.57274 1.39346 1.57640 -0.767 0.500 -0.542
C -1.18211 2.07842 0.36916 -1.586 -0.458 0.219
H -1.50169 1.76877 2.58597 0.205 0.058 -0.018
C -1.61517 1.28775 -0.75346 -0.307 -0.106 1.327
C -2.23479 0.10833 -0.25110 0.216 -0.081 0.037
H -2.73540 -0.66234 -0.83152 0.374 0.171 0.085
H -2.68195 -0.52869 1.87657 0.119 0.049 -0.110
H -0.74223 3.06531 0.32687 0.229 -0.039 -0.056
H -1.58884 1.59880 -1.79038 0.378 -0.141 0.138
O -0.22479 -1.24037 -2.24342 0.381 -0.456 -0.733
C -0.26471 -0.75699 -3.62772 -0.193 -0.433 0.045
C 0.46682 -2.02828 -4.12973 -0.143 0.102 0.193
C 0.52515 0.51817 -3.77308 -0.146 0.210 -0.222
C -1.71196 -0.61906 -4.07486 -0.074 0.422 -0.296
C 0.46595 -2.45090 -2.66621 -0.120 0.332 0.633
H 1.46415 -1.84474 -4.53430 -0.181 -0.033 -0.129
H -0.11986 -2.67756 -4.77934 0.085 0.115 -0.108
H -0.12804 -3.34111 -2.41982 0.225 0.106 -0.010
H 1.46008 -2.50465 -2.20311 -0.207 -0.145 0.016
H 0.52517 0.83618 -4.82526 0.037 -0.024 0.207
H 1.55561 0.36887 -3.44420 -0.079 0.089 -0.076
H 0.06706 1.31466 -3.17325 0.203 -0.115 -0.120
H -1.80176 -0.73643 -5.16794 0.038 0.057 0.336
H -2.07607 0.38406 -3.81704 -0.061 -0.201 -0.057
H -2.36447 -1.34505 -3.57921 0.232 -0.039 -0.110
C -0.41494 -2.30995 3.10591 -0.166 -0.922 0.350
Si -0.34400 -2.50289 1.23114 0.147 2.753 -0.568
C 0.97762 -3.77906 0.79192 0.094 -0.351 0.113
C -1.94139 -3.19941 0.51785 -0.166 -0.491 0.186
H 0.54558 -1.94574 3.49521 -0.194 -0.067 -0.145
H -0.62842 -3.28510 3.56699 0.020 0.095 0.328
H -1.19570 -1.60183 3.41023 0.187 -0.142 -0.125
H 0.69837 -4.75377 1.22104 0.094 0.096 -0.089
H 1.07789 -3.90828 -0.29426 -0.037 0.065 0.235
H 1.96086 -3.51299 1.19655 -0.147 -0.114 -0.039
H -2.10105 -4.21561 0.90694 -0.134 0.055 -0.109
H -2.81771 -2.59688 0.77798 0.115 -0.073 -0.057
H -1.88081 -3.26232 -0.57754 0.026 0.083 0.219
```
Positions in Å, forces in eV/Å.

Calculated values
Electronic energy = -1134.965110 a.u.
E_LUMO (alpha / beta) = 2.33 / 2.67 eV
Charge = -1
Strongest force on any atom = 3.5 eV/Å
Multiplicity = 3
Molecular weight = 473.355 g mol⁻¹

=====

2.
# C18H30BCl18O

A 5-piece molecular cluster, C18H30BCl18O overall (wB97M-V/def2-TZVPD, OMol25).

```
68
Properties=species:S:1:pos:R:3:forces:R:3
C -3.13514 -3.02814 1.15839 -0.061 -0.057 -0.307
C -2.80907 -2.59713 -0.28472 -0.337 0.091 0.134
C -3.40361 -1.24026 -0.71038 0.225 -0.005 -0.298
C -2.41272 -0.37683 -1.51032 0.219 0.056 0.596
C -1.58880 0.55640 -0.60353 -0.360 -0.283 -0.532
C -0.63022 1.45175 -1.38269 0.141 0.005 0.334
B 0.27357 2.53272 -0.50655 0.036 -0.607 -0.284
C 1.50328 1.70647 0.23756 -0.348 0.043 0.199
C 1.17879 0.98006 1.57079 0.713 -0.139 -0.078
C 1.91124 1.54015 2.81464 -0.480 -0.047 0.097
C 0.97229 2.19634 3.82929 0.345 0.336 -0.250
O 1.53126 3.42477 4.28602 0.136 -0.176 0.229
C 0.69143 4.07866 5.20309 0.064 -0.152 -0.043
C -0.64676 3.36876 0.57453 0.309 0.713 -0.398
Cl -2.16759 3.94160 -0.31112 -0.044 -0.058 0.057
C -0.00355 4.58585 1.30611 -0.731 -0.208 0.115
C -0.75817 5.90788 1.28716 0.463 0.251 0.311
Cl 1.68025 4.97196 0.78576 0.177 0.054 0.036
H -3.57995 -2.20618 1.71724 0.100 0.049 0.100
H -3.85635 -3.84599 1.16636 -0.018 -0.060 0.086
H -2.23994 -3.36448 1.67885 -0.018 -0.025 0.108
H -3.20994 -3.35574 -0.96117 0.166 -0.064 0.094
H -1.72835 -2.58016 -0.43155 0.035 0.047 0.019
H -3.71386 -0.69052 0.18053 -0.049 0.095 -0.008
H -4.29955 -1.39584 -1.31765 -0.102 -0.107 0.132
H -2.93415 0.21994 -2.26025 0.045 -0.002 -0.090
H -1.68888 -1.03235 -2.00525 -0.182 0.005 -0.367
H -2.30825 1.15031 -0.03221 0.112 0.068 0.174
H -1.03905 -0.09445 0.08599 0.039 0.154 0.206
H -1.18357 1.96524 -2.17635 -0.145 0.018 0.050
H 0.06446 0.77453 -1.90277 0.102 0.109 -0.085
H 0.73287 3.32561 -1.32565 0.028 0.103 0.098
H 1.82938 0.93797 -0.47119 0.028 0.014 -0.079
H 2.37538 2.34625 0.38906 0.037 -0.018 0.119
H 0.10654 0.94480 1.77199 -0.079 0.009 -0.032
H 1.49807 -0.06120 1.46657 -0.175 -0.087 0.034
H 2.65790 2.27777 2.52450 -0.001 0.058 -0.058
H 2.42930 0.72417 3.32179 0.169 0.062 0.010
H 0.00549 2.41931 3.36474 -0.137 -0.185 0.063
H 0.82946 1.53452 4.69125 -0.267 0.022 0.056
H -0.09966 4.63720 4.69035 -0.052 0.052 0.004
H 0.21577 3.36488 5.88572 -0.006 -0.015 0.058
H 1.30422 4.75859 5.79155 -0.022 0.137 -0.040
H -1.05436 2.73736 1.36327 -0.144 -0.078 -0.053
H 0.07349 4.30241 2.35542 0.435 -0.020 -0.063
H -0.80021 6.33096 0.28694 -0.230 -0.118 -0.068
H -0.19692 6.61321 1.90597 -0.022 0.004 0.023
H -1.75018 5.80598 1.72168 -0.130 -0.081 -0.197
C -2.44433 -7.42781 0.17702 0.011 0.035 -0.012
Cl -0.92702 -7.21565 1.05490 0.010 -0.002 0.012
Cl -2.48416 -9.04390 -0.54517 0.003 -0.016 -0.004
Cl -3.79952 -7.25751 1.29795 -0.021 0.005 0.014
Cl -2.56595 -6.21182 -1.09054 0.009 -0.085 0.033
C -2.41428 -4.33499 -4.97759 0.004 0.000 0.029
Cl -2.93058 -6.01353 -5.20374 -0.008 -0.025 -0.004
Cl -0.68238 -4.20735 -5.29173 0.009 -0.002 -0.004
Cl -3.29594 -3.29327 -6.09793 -0.008 0.002 -0.007
Cl -2.74867 -3.83652 -3.31937 0.040 0.086 -0.196
C 4.17222 1.31732 -3.13468 -0.073 0.079 0.077
Cl 5.13067 1.95528 -4.48701 0.031 -0.006 -0.030
Cl 5.27940 0.61234 -1.93592 -0.004 0.319 0.081
Cl 3.22835 2.58368 -2.39578 -0.034 -0.002 -0.117
Cl 3.10249 0.04265 -3.73267 -0.010 -0.043 -0.030
C 6.49193 -3.95853 -2.29065 -0.058 0.056 0.049
Cl 5.57820 -5.08863 -1.28296 -0.002 -0.002 0.003
Cl 6.33579 -4.43255 -3.98721 0.003 -0.013 -0.022
Cl 5.87075 -2.32421 -2.07647 0.086 -0.343 -0.085
Cl 8.19904 -4.01245 -1.82562 0.024 -0.007 0.005
```
Positions in Å, forces in eV/Å.

Calculated values
Electronic energy = -9087.370032 a.u.
E_LUMO = 1.60 eV
Charge = -1
Strongest force on any atom = 0.9 eV/Å
Multiplicity = 1
Molecular weight = 911.403 g mol⁻¹

=====

3.
# C18H30CeN3O

C18H30CeN3O as an isolated structure in a non-equilibrium geometry (wB97M-V/def2-TZVPD, OMol25).

```
53
Properties=species:S:1:pos:R:3:forces:R:3
C 1.49559 2.04014 -1.74309 1.178 -0.577 2.640
H 2.34453 2.35300 -1.03959 -0.175 0.091 -1.367
H 1.75370 1.54235 -2.64490 0.315 0.206 -0.799
H 1.98925 1.05578 1.34682 2.507 1.803 2.837
C 0.33854 2.92723 -1.57256 -0.857 1.052 -0.735
H -0.60857 2.47066 -1.93978 0.497 0.284 0.003
H 0.15723 3.23745 -0.51893 0.182 -0.206 -0.201
C 0.73943 4.18869 -2.39365 0.003 0.299 -0.042
H -0.04250 4.95111 -2.51303 0.136 -0.353 0.146
H 1.62022 4.65056 -1.91213 -0.444 -0.131 -0.233
H 1.06502 3.83224 -3.38252 -0.233 0.362 0.228
C -0.55502 -1.83621 -0.44560 -1.497 0.585 -0.613
C -1.18231 -0.93121 -1.34511 0.536 -0.024 0.398
C -0.24090 -0.59520 -2.36428 -1.268 -0.103 -0.116
C 0.98133 -1.28500 -2.08442 0.894 -1.519 2.009
C 0.78495 -2.04970 -0.88859 1.592 0.800 -2.203
C 1.75463 -2.98095 -0.26363 0.506 -0.261 0.318
C 2.19656 -1.31051 -2.94184 0.483 0.044 -0.280
C -0.51669 0.18907 -3.59838 -0.280 0.276 -0.193
C -2.61814 -0.55481 -1.30898 -0.769 0.353 0.059
C -1.21264 -2.57214 0.65842 -0.077 -0.095 0.697
Ce 1.12038 0.63871 -0.00745 -3.143 -2.578 -2.232
H 3.04817 -1.75034 -2.40691 -0.210 0.104 -0.216
H 2.04161 -1.91443 -3.85161 -0.014 0.189 0.280
H 2.50253 -0.30810 -3.27596 -0.089 -0.277 -0.018
H 2.73757 -2.93115 -0.75017 -0.311 -0.085 0.126
H 1.89893 -2.74385 0.80212 -0.086 -0.171 -0.274
H 1.41292 -4.02752 -0.32120 0.032 0.328 -0.014
H -1.99819 -1.97196 1.14103 0.127 -0.143 -0.238
H -1.69220 -3.51056 0.32339 0.193 0.375 -0.108
H -0.48787 -2.85804 1.43535 -0.155 0.056 -0.288
H -2.82906 0.31544 -1.94801 0.047 -0.251 0.212
H -3.28502 -1.36516 -1.65634 0.367 0.243 0.122
H -2.93802 -0.30216 -0.28583 0.044 -0.160 -0.318
H 0.23265 0.97311 -3.77661 -0.125 -0.294 -0.032
H -0.51529 -0.44246 -4.50407 0.068 0.036 0.374
H -1.49720 0.68098 -3.55851 0.261 -0.186 -0.016
C 1.42062 -0.85297 4.58319 0.488 -0.342 0.266
N 0.24879 -0.19781 4.01133 -0.090 -0.912 -1.028
C -0.90886 0.05219 4.67770 -0.353 0.557 -0.940
C -1.95812 0.59693 3.95858 0.243 -0.366 0.814
C -1.78077 0.88991 2.57303 -0.241 0.096 -0.622
N -0.60547 0.62855 1.94285 -0.376 -0.916 0.594
C 0.26203 -0.16817 2.63510 1.736 -0.227 -0.830
O 1.19247 -0.82087 2.01007 -2.187 1.572 0.847
N -2.80994 1.35290 1.82337 0.983 0.205 -0.458
H 1.29026 -0.90250 5.66635 0.190 -0.045 -0.216
H 2.30643 -0.26911 4.30039 -0.255 -0.107 0.347
H 1.55370 -1.84714 4.12778 -0.202 0.319 0.466
H -0.88180 -0.24446 5.73551 -0.394 0.463 -0.504
H -2.91671 0.79908 4.42938 0.270 -0.086 -0.042
H -3.70651 1.54152 2.22358 -0.208 0.120 0.355
H -2.70223 1.63687 0.83835 0.164 -0.402 1.040
```
Positions in Å, forces in eV/Å.

Calculated values
Electronic energy = -1417.847818 a.u.
E_LUMO (alpha / beta) = -7.07 / -8.65 eV
Charge = +2
Strongest force on any atom = 4.6 eV/Å
Multiplicity = 2
Molecular weight = 444.574 g mol⁻¹

=====

4.
# C18H30F7N3O8

A 3-piece molecular cluster, C18H30F7N3O8 overall in a non-equilibrium geometry (wB97M-V/def2-TZVPD, OMol25).

```
66
Properties=species:S:1:pos:R:3:forces:R:3
C 4.71658 -2.13641 -2.17786 -0.643 -0.632 -0.109
C 3.14803 -1.91011 -2.59707 -0.527 -0.381 0.292
C 2.73530 -0.36142 -2.94193 0.500 -1.079 -2.121
N 2.82075 0.60121 -1.77807 2.896 2.090 -2.532
O 1.66697 0.69697 -1.09135 -2.272 -0.036 1.758
C 1.56362 -0.32378 -0.03611 1.113 -1.329 0.065
C 0.98390 0.21591 1.39943 -0.933 -1.525 -0.479
C -0.55270 -0.42331 1.56467 0.515 0.417 0.706
O 1.78867 -0.47682 2.45993 0.459 1.704 -1.473
C 3.20058 2.01713 -2.24107 0.218 2.435 -1.396
N 2.19975 3.03698 -2.77218 3.312 -2.215 0.351
C 1.61784 2.63016 -4.10784 -4.394 -3.419 -7.932
O 0.29975 2.77489 -4.36299 7.054 0.013 2.789
O 2.42881 2.00003 -5.19789 -2.537 3.359 6.856
N 4.52165 2.47404 -2.14910 -2.470 -1.204 0.425
C 5.67802 1.66047 -1.61172 1.774 0.410 0.496
C 5.50944 1.17901 -0.04440 -0.779 -0.857 -0.272
F 6.78244 1.35904 0.71445 -2.884 -0.472 -1.968
H 4.76085 -2.15778 -0.99101 0.253 0.034 -2.603
H 5.03655 -3.19352 -2.62462 -0.490 2.346 1.238
H 5.42996 -1.32119 -2.62055 -1.387 -1.540 0.863
H 2.84624 -2.55402 -3.55597 0.841 1.577 1.997
H 2.49796 -2.37610 -1.71214 1.261 1.183 -1.980
H 1.67001 -0.35622 -3.46060 2.119 0.343 1.281
H 3.50036 0.01944 -3.76583 -1.672 -0.666 1.655
H 2.66488 -0.75674 0.11579 -2.281 0.964 -0.140
H 0.92867 -1.21868 -0.50108 1.115 1.974 1.306
H 0.99909 1.38644 1.51330 0.055 -2.341 -0.374
H -1.23541 -0.20697 0.63858 1.497 -0.267 1.738
H -1.04967 0.05052 2.52344 0.963 -1.037 -1.982
H -0.45286 -1.58828 1.73145 -0.099 2.466 -0.388
H 2.74497 -0.16577 2.40274 -1.901 -0.433 0.015
H 2.67931 3.96745 -2.96411 -0.590 -1.576 0.588
H 4.74154 3.46468 -2.46222 -0.665 -1.986 0.335
H 5.89804 0.79288 -2.36574 -0.575 1.514 1.732
H 6.64571 2.35913 -1.63066 -2.270 -1.422 -0.011
H 5.16121 0.03900 -0.09236 1.324 2.406 0.487
H 4.64497 1.74606 0.51947 2.013 -0.772 -1.182
C -4.06393 2.86380 -2.47371 -0.148 -0.299 0.075
C -3.61653 3.90520 -1.46483 0.427 0.025 -0.900
O -4.32584 3.74280 -0.22736 0.325 -1.108 1.894
C -3.82813 2.80001 0.63500 1.975 0.001 -2.657
O -2.84013 2.10937 0.39899 -2.387 1.356 1.101
C -4.64504 2.76921 1.92650 -1.470 -0.257 2.147
F -5.99076 2.81262 1.70223 1.265 -0.032 -0.219
F -4.36212 3.82853 2.73764 0.100 -0.709 -0.974
F -4.42409 1.64948 2.67201 0.146 0.973 -1.101
H -5.15084 2.89698 -2.60483 0.152 0.135 -0.020
H -3.58565 3.03259 -3.44264 -0.007 0.007 0.175
H -3.81486 1.85350 -2.13494 0.107 0.169 -0.068
H -3.85569 4.90574 -1.83979 -0.152 -0.148 0.380
H -2.53280 3.87213 -1.30403 -0.261 -0.154 0.144
C -5.80066 -3.18032 3.64708 0.155 0.159 -0.301
C -5.02052 -4.12513 4.54219 -0.690 0.388 0.338
O -3.93107 -4.71734 3.81886 1.934 0.460 -0.284
C -2.78506 -3.96925 3.73354 -2.010 1.935 1.779
O -2.65824 -2.85157 4.22705 0.219 -2.695 -1.406
C -1.69657 -4.73802 2.98491 1.865 -1.195 -1.432
F -2.16405 -5.35845 1.86256 0.019 0.712 1.070
F -1.13874 -5.71662 3.75388 -0.748 0.947 -0.269
F -0.66750 -3.94371 2.57441 -1.270 -0.417 0.661
H -6.13018 -3.69526 2.73828 -0.034 -0.012 0.215
H -6.67805 -2.78816 4.16906 0.125 -0.083 -0.030
H -5.18077 -2.33684 3.32802 -0.080 -0.067 0.166
H -5.67061 -4.94468 4.86562 0.370 -0.074 -0.214
H -4.66337 -3.62094 5.44753 0.156 -0.063 -0.302
```
Positions in Å, forces in eV/Å.

Calculated values
Electronic energy = -2168.764119 a.u.
E_LUMO = -1.23 eV
Charge = 0
Strongest force on any atom = 9.7 eV/Å
Multiplicity = 1
Molecular weight = 549.437 g mol⁻¹